Entry 1:
Below is a cluster of 2 separate species, CH4O4Si in total at a distorted geometry, with properties calculated with ωB97M-V/def2-TZVPD.

The geometry in XYZ format:
```
10
Properties=species:S:1:pos:R:3:forces:R:3
C 2.5905 0.3137 -0.0214 -0.2 -1.3 0.1
O 2.5188 -0.8298 -0.6387 -6.5 -2.3 -15.8
O 3.0805 -0.6651 0.6822 6.9 1.9 15.7
O -0.6279 0.5647 0.2587 -0.6 -0.5 0.4
O 2.2844 1.4267 -0.0736 -0.1 1.7 -0.1
Si -2.1068 -0.1830 0.1319 -0.8 0.9 -1.6
H -0.1505 0.4894 -0.5468 0.9 0.2 -1.0
H -2.3348 -1.0307 -1.2145 0.4 1.1 1.4
H -3.0965 1.0046 0.1964 0.4 -1.2 0.0
H -2.1578 -1.0905 1.2259 -0.4 -0.6 0.8
```
Forces are in eV/Å.

Properties
<S²>: 2.021
HOMO-LUMO gap (alpha / beta): 0.3290 / 0.2966 hartree
E: -630.690525 a.u.
Net charge: 0
Lowest unoccupied orbital energy (alpha / beta): 0.510 / -3.047 eV
Molecular weight: 108.12 g mol⁻¹
Multiplicity: 3

Atom charges from the Löwdin analysis, given in e for atoms 1 to 4: number 1, C, carries -0.63; number 2, O, carries 0.19; number 3, O, carries 0.21; number 4, O, carries -0.31

***

Entry 2:
Below is the molecule C3H6Cl2OSi at a distorted geometry, with properties calculated with ωB97M-V/def2-TZVPD.

The geometry in XYZ format:
```
13
Properties=species:S:1:pos:R:3:forces:R:3
C 0.5915 2.4423 -0.5367 1.7 -0.1 -4.2
C 1.2176 1.3748 -1.0407 0.9 -1.1 2.2
Si 2.0158 -0.0401 -0.0687 -6.7 -2.6 0.8
Cl 2.6275 0.4300 1.7247 1.1 0.8 1.5
Cl 3.3025 -1.2038 -1.0371 0.5 -0.1 -0.5
O 0.5594 -1.1763 0.4609 0.3 0.4 -0.2
C -0.8111 -1.9185 0.9225 5.0 -0.8 0.9
H 0.5958 3.3096 -1.2110 -0.7 -0.2 0.3
H 0.0282 2.5056 0.2976 -1.0 0.1 3.1
H 1.5492 1.3136 -2.0338 0.5 0.7 -1.4
H -0.9104 -2.7070 0.1804 -1.1 1.0 -0.8
H -0.5845 -2.6780 1.8011 0.0 2.2 -1.0
H -1.4622 -1.1122 1.2206 -0.6 -0.4 -0.5
```
Forces are in eV/Å.

Properties
SMILES: C=C[Si](Cl)(Cl)OC
HOMO-LUMO gap: 0.3478 hartree
E: -1403.030773 a.u.
Net charge: 0
Lowest unoccupied orbital energy: 0.362 eV
Molecular weight: 157.07 g mol⁻¹

Atom charges from the Löwdin analysis, given in e for atoms 1 to 4: number 1, C, carries -0.02; number 2, C, carries -0.25; number 3, Si, carries -0.34; number 4, Cl, carries 0.43

***

Entry 3:
Below is a structure of composition C19H29BN6OsS6 at a distorted geometry, with properties calculated with ωB97M-V/def2-TZVPD.

The geometry in XYZ format:
```
62
Properties=species:S:1:pos:R:3:forces:R:3
Os 0.6102 0.3928 -0.1933 2.2 1.2 0.1
C -5.0557 -0.8187 0.6766 0.3 -0.2 0.1
C -4.3026 -2.0917 0.2476 0.2 0.4 0.1
S -2.5019 -1.8853 0.1439 0.0 -0.3 -0.1
C -2.3243 -1.1181 -1.4745 -0.1 0.1 0.4
C -2.6120 0.3767 -1.5290 0.2 0.0 -0.4
S -1.5020 1.5289 -0.6467 0.5 -1.3 0.8
C -2.1993 1.7797 1.0490 -0.2 0.5 -0.2
C -3.7159 1.6505 1.2500 0.2 -0.3 0.0
S -4.1938 0.0693 2.0017 -0.4 0.2 0.2
H -6.0370 -1.0702 1.0748 -0.1 -0.1 -0.2
H -5.1930 -0.1429 -0.1645 -0.1 0.0 0.0
H -4.6558 -2.4481 -0.7198 -0.1 -0.1 0.1
H -4.4356 -2.8808 0.9857 -0.1 0.0 0.0
H -2.9850 -1.6254 -2.1794 0.1 0.1 -0.1
H -1.2951 -1.3093 -1.7713 -0.1 0.0 -0.2
H -3.6149 0.6095 -1.1853 0.0 0.1 -0.1
H -2.5230 0.7061 -2.5668 -0.1 0.1 0.0
H -1.8858 2.8060 1.2513 0.0 0.0 0.0
H -1.6829 1.1215 1.7330 -0.1 -0.1 0.0
H -4.2872 1.8216 0.3391 0.0 0.1 0.1
H -4.0252 2.4044 1.9719 0.1 0.1 -0.1
C 3.0217 -0.8290 -4.6931 -0.1 0.0 -0.1
N 2.7148 -1.6654 -3.5319 0.2 0.0 0.0
C 3.1413 -2.9627 -3.3389 0.0 0.0 0.0
C 2.6658 -3.3554 -2.1380 0.0 0.0 0.1
N 1.9518 -2.3027 -1.5873 0.0 0.0 0.1
B 1.1351 -2.4259 -0.2716 0.3 0.1 0.0
N 1.9679 -2.1678 1.0270 0.0 -0.1 0.0
C 3.0493 -2.9162 1.4554 0.0 0.0 -0.1
C 3.3558 -2.5338 2.7144 0.0 0.0 0.1
N 2.4537 -1.5498 3.0644 0.0 0.0 0.0
C 2.3799 -0.8466 4.3451 0.0 0.0 0.0
C 1.6257 -1.3523 2.0290 0.0 0.0 0.1
S 0.3107 -0.2089 2.0328 -0.3 -0.5 -0.3
C 1.9894 -1.2909 -2.4665 0.1 0.2 -0.1
S 1.1604 0.2403 -2.4253 -1.0 -0.4 -0.3
H 3.8974 -1.2305 -5.1931 0.0 0.0 0.0
H 3.2272 0.1878 -4.3682 0.0 0.0 0.0
H 2.1821 -0.8181 -5.3858 0.0 0.0 0.0
H 3.7084 -3.4961 -4.0819 0.1 0.1 0.0
H 2.7603 -4.3009 -1.6330 -0.1 0.0 0.0
H 0.6639 -3.5191 -0.1974 -0.2 0.1 -0.1
H 0.2349 -1.5509 -0.3290 -0.3 0.2 0.0
H 3.5221 -3.6510 0.8273 0.0 0.0 0.0
H 4.1213 -2.8772 3.3882 0.0 0.0 0.0
H 3.1997 -1.1793 4.9738 0.0 0.0 0.0
H 1.4352 -1.0657 4.8381 0.0 -0.1 0.0
H 2.4536 0.2269 4.1821 0.0 0.0 0.0
C 6.3019 1.8559 2.0951 0.0 0.0 -0.1
C 5.2224 1.3688 1.1894 0.0 -0.1 0.1
C 5.3564 0.1920 0.4394 0.0 0.1 -0.1
C 4.2317 -0.3137 -0.1731 -0.1 -0.2 0.1
N 3.0620 0.3355 -0.1178 -0.6 -0.1 0.4
C 3.0798 1.5222 0.4870 0.4 0.1 0.1
S 1.5295 2.3443 0.3329 -0.6 0.1 -0.3
N 4.0717 2.0531 1.1604 -0.1 0.1 0.0
H 7.2892 1.6562 1.6820 0.0 0.0 0.0
H 6.2263 1.3147 3.0421 0.0 0.0 0.0
H 6.1811 2.9154 2.3028 0.0 0.0 0.0
H 6.3026 -0.3252 0.3693 0.0 0.0 0.0
H 4.2446 -1.2597 -0.7020 0.0 0.0 0.0
```
Forces are in eV/Å.

Properties
HOMO-LUMO gap (alpha / beta): 0.1705 / 0.1677 hartree
E: -3574.167147 a.u.
Net charge: +2
Lowest unoccupied orbital energy (alpha / beta): -8.269 / -8.345 eV
Molecular weight: 734.93 g mol⁻¹

Atom charges from the Löwdin analysis, given in e for atoms 1 to 4: number 1, Os, carries 0.59; number 2, C, carries -0.51; number 3, C, carries -0.50; number 4, S, carries 0.84

***

Entry 4:
Below is a cluster of 2 separate species, C32H31BrCl3NO11S in total at a distorted geometry, with properties calculated with ωB97M-V/def2-TZVPD.

The geometry in XYZ format:
```
80
Properties=species:S:1:pos:R:3:forces:R:3
C 3.4345 -4.6978 0.2890 0.4 0.1 -0.9
C 4.7403 -4.8170 -0.5700 -0.5 -0.2 0.6
O 5.5451 -5.6884 -0.4155 -0.3 0.4 -0.3
O 4.9250 -3.8082 -1.5324 -0.2 -0.2 1.2
C 5.6508 -2.7024 -0.9408 -0.1 1.0 0.0
C 5.0212 -1.3083 -1.3263 0.4 0.0 -0.5
C 5.3270 -0.2081 -0.2244 0.4 -0.8 -0.5
C 4.2508 -0.1549 0.9288 0.7 -0.2 0.0
C 3.4183 1.1780 1.0010 -0.6 0.2 -0.4
C 3.0279 1.7417 -0.3997 -0.1 0.8 -1.7
C 3.8402 2.8035 -1.0371 -1.9 -1.1 -0.9
O 4.9239 3.2712 -0.3017 -0.5 -0.5 -1.1
C 3.4998 3.3576 -2.3550 -0.8 -0.3 0.3
C 4.3738 4.5087 -2.9612 -0.1 -1.5 -0.3
O 4.7442 5.5115 -2.0137 1.5 -0.6 -1.1
O 3.6873 5.8339 -1.1861 -1.5 0.5 1.0
C 2.3296 2.8629 -3.0899 0.4 -1.1 2.0
Cl 1.8644 3.5314 -4.6758 0.5 -0.4 1.3
C 1.5095 1.8214 -2.4898 1.0 0.6 0.9
C 1.8789 1.2901 -1.1596 -0.3 1.2 -0.9
C 0.8891 0.2044 -0.6101 1.2 1.1 -0.6
O 1.3406 -0.8072 -0.1473 -0.9 0.1 -0.1
C -0.6091 0.5412 -0.8158 -1.8 0.5 -0.6
C -0.9706 1.0551 -2.1503 -0.3 0.0 0.2
C -2.3268 1.3951 -2.5425 0.2 -0.8 2.2
Br -2.7359 2.1038 -4.3216 0.4 -0.6 1.5
C -3.4009 1.2145 -1.5396 1.6 -0.1 0.0
C -4.8683 1.5661 -1.9395 -0.8 -0.6 0.8
C -5.7005 0.2928 -2.3889 0.1 0.5 -1.1
O -5.9244 0.1498 -3.5585 0.2 -0.1 0.6
O -6.2141 -0.6175 -1.4619 1.5 0.6 -0.2
C -3.0461 0.7128 -0.1947 0.1 0.3 -0.9
C -4.2436 0.5421 0.7891 0.9 0.8 -0.1
C -4.8398 1.7565 1.3542 -2.0 -3.6 1.0
C -5.9900 1.4520 2.2395 2.3 -0.8 -1.7
C -6.2999 0.0467 2.4273 -0.9 1.3 0.6
N -5.7229 -1.0515 1.8910 1.0 1.5 -0.5
C -4.6691 -0.8157 1.0743 -0.4 2.2 0.3
C -1.6511 0.3933 0.1843 -0.7 0.6 -2.4
S -1.3047 -0.1666 1.8795 0.4 -1.4 3.2
C -2.0501 1.1174 2.9894 0.5 1.3 -0.1
O -1.9909 -1.4213 2.1964 0.0 1.3 -1.3
O 0.1091 -0.2124 2.2404 -1.1 1.0 -1.3
C 0.2150 1.2576 -3.1717 0.6 0.2 1.6
O 0.1479 0.9773 -4.3336 -0.1 0.1 0.4
H 3.4831 -3.7161 0.8264 -0.3 -0.9 -0.4
H 3.3183 -5.5614 0.9908 0.4 0.9 -0.6
H 2.5798 -4.6966 -0.4337 0.6 0.2 0.7
H 5.6247 -2.7764 0.1800 0.2 -0.1 -0.9
H 6.7076 -2.7454 -1.3257 -0.9 0.0 0.7
H 3.9268 -1.4158 -1.5336 0.8 0.1 0.4
H 5.4950 -0.9889 -2.2988 -0.5 -0.3 0.9
H 5.4854 0.7600 -0.7612 -0.3 -0.7 0.7
H 6.3336 -0.4860 0.2061 -0.9 0.4 -0.3
H 4.8016 -0.2853 1.8992 -0.7 0.2 -0.7
H 3.5879 -1.0557 0.8198 0.4 1.1 0.1
H 3.9747 1.9872 1.5483 -0.4 -0.9 -0.6
H 2.4550 0.9932 1.5553 1.0 0.1 -0.4
H 5.6796 3.3532 -0.9113 -0.3 0.3 0.3
H 5.3397 4.0148 -3.2819 -0.7 0.8 0.4
H 3.9356 4.9254 -3.9110 0.1 -0.3 1.2
H 4.0305 5.6811 -0.2822 0.1 -0.2 -0.6
H -5.4551 2.0250 -1.1014 0.8 -0.4 -0.5
H -4.9319 2.2746 -2.7986 0.4 -0.8 0.7
H -5.6729 -1.4240 -1.5879 -0.7 0.2 0.1
H -4.5002 2.7866 1.1225 -0.2 -0.9 0.1
H -6.5682 2.2762 2.7212 0.5 -1.1 -0.4
H -7.1685 -0.1578 3.1081 0.9 0.1 -0.7
H -4.1206 -1.6615 0.5968 -0.6 0.7 0.6
H -2.4666 1.9699 2.3854 0.2 -1.0 0.6
H -1.2213 1.5714 3.6022 -0.5 -0.8 -0.8
H -2.7888 0.6799 3.6999 0.4 0.1 -1.0
Cl -3.3622 -5.8322 4.0488 0.0 -0.1 0.0
C -4.3777 -4.6917 3.1299 0.0 0.1 -0.1
C -5.0998 -3.7162 4.0293 0.0 0.2 -0.1
Cl -6.3586 -4.5101 5.0126 0.0 0.0 0.1
H -5.0757 -5.2719 2.5271 0.0 0.0 0.1
H -3.7132 -4.1487 2.4563 0.0 0.1 0.1
H -5.6012 -2.9588 3.4258 0.1 -0.1 0.0
H -4.4115 -3.2110 4.7062 0.0 -0.2 0.0
```
Forces are in eV/Å.

Properties
SMILES: CC(=O)OCCCCCc1c(O)c(COO)c(Cl)c2c1C(=O)c1c(c(Br)c(CC(=O)O)c(-c3cccnc3)c1S(C)(=O)=O)C2=O.ClCCCl
HOMO-LUMO gap: 0.2956 hartree
E: -6472.904982 a.u.
Net charge: 0
Lowest unoccupied orbital energy: -1.405 eV
Molecular weight: 823.93 g mol⁻¹

Atom charges from the Löwdin analysis, given in e for atoms 1 to 4: number 1, C, carries 0.02; number 2, C, carries -0.50; number 3, O, carries 0.13; number 4, O, carries -0.07

***

Which value of E does entry 4 give? -6472.904982 a.u.